C17H27ClN4OP | ωB97M-V with the def2-TZVPD basis set

Summary:
calculated total energy	-1759.40238	a.u.
net charge	+1
E_HOMO	-12.513	eV
HOMO-LUMO gap	0.2671	Eh
molecular weight	369.86	g/mol

Geometry as XYZ:
```
51
C17H27ClN4OP, DFT ωB97M-V with the def2-TZVPD basis set
O -6.6548 -3.7981 -5.0338
P -5.6569 -2.9994 -3.8881
Cl -6.9634 -2.2522 -2.3634
C -4.6006 -4.2853 -2.9313
C -4.8340 -5.8437 -3.0088
C -3.8809 -6.7132 -2.1049
C -2.7842 -6.0267 -1.2138
N -2.6212 -4.5731 -1.1897
C -3.4714 -3.7341 -2.0041
H -6.1435 -3.9914 -5.8607
H -5.6630 -6.2874 -3.6677
H -4.0086 -7.8488 -2.1093
H -2.0757 -6.6388 -0.5631
H -1.9109 -4.1316 -0.5798
H -3.3304 -2.6007 -1.9421
C -0.4607 -0.0952 0.3159
C -1.7144 0.7716 0.2786
C -2.8674 0.1189 -0.4878
C -2.4597 -0.1260 -1.9150
N -2.1382 -0.3201 -3.0394
H -0.0609 -0.2697 -0.6870
H 0.3234 0.3970 0.8962
H -0.6684 -1.0659 0.7784
H -1.4655 1.7356 -0.1764
H -2.0368 0.9739 1.3040
H -3.7446 0.7710 -0.4744
H -3.1455 -0.8331 -0.0256
C 1.5266 3.8671 0.6193
C 1.6090 4.7842 1.8350
C 1.7014 4.0159 3.1551
C 0.4797 3.1580 3.3326
N -0.4831 2.4819 3.4726
H 0.6253 3.2479 0.6417
H 1.4916 4.4571 -0.2997
H 2.3978 3.2062 0.5667
H 0.7304 5.4373 1.8468
H 2.4873 5.4283 1.7353
H 1.7721 4.7149 3.9923
H 2.5910 3.3805 3.1677
C 6.0255 1.6429 0.1238
C 6.0359 1.0688 1.5367
C 5.0373 1.7604 2.4677
C 5.3739 3.2211 2.5840
N 5.6408 4.3716 2.6751
H 6.3224 2.6949 0.1140
H 6.7307 1.1013 -0.5112
H 5.0306 1.5615 -0.3255
H 7.0469 1.1554 1.9474
H 5.7987 0.0017 1.4887
H 5.0726 1.3060 3.4613
H 4.0184 1.6567 2.0833
```



C17H27N3O | ωB97M-V with the def2-TZVPD basis set

Summary:
SMILES	CCCCN(C)C(=O)C1CCN(Cc2cccnc2)CC1
calculated total energy	-903.49189	a.u.
E_HOMO	-8.413	eV
HOMO-LUMO gap	0.3342	Eh
energy relative to the best compared isomer or geometry (same formula, charge and spin)	110.3	kJ/mol
molecular weight	289.42	g/mol

Geometry as XYZ:
```
48
C17H27N3O, DFT ωB97M-V with the def2-TZVPD basis set
C -5.1561 -2.6101 0.9098
C -4.6513 -1.6293 -0.1412
C -3.9838 -0.4140 0.4974
C -3.4943 0.5798 -0.5642
N -2.6829 1.6369 -0.0086
C -3.4103 2.6162 0.7733
C -1.3339 1.7688 -0.0917
O -0.7601 2.6790 0.4791
C -0.5574 0.7486 -0.9245
C -0.3947 -0.5563 -0.1219
C 0.8769 -1.2830 -0.5405
N 2.0540 -0.5328 -0.1376
C 3.2397 -0.9865 -0.8373
C 4.4911 -0.4664 -0.1892
C 4.5945 -0.3777 1.1949
C 5.7694 0.0919 1.7545
C 6.8049 0.4536 0.9050
N 6.7202 0.3743 -0.4112
C 5.5931 -0.0701 -0.9382
C 1.8485 0.9117 -0.2098
C 0.8292 1.3147 -1.2728
H -5.6239 -3.4699 0.4365
H -5.8893 -2.1334 1.5563
H -4.3336 -2.9633 1.5277
H -5.4874 -1.2976 -0.7611
H -3.9367 -2.1357 -0.7947
H -4.6977 0.0778 1.1599
H -3.1354 -0.7375 1.1035
H -2.9344 0.0393 -1.3260
H -4.3626 1.0373 -1.0543
H -2.7349 3.4396 0.9960
H -3.7645 2.1874 1.7126
H -4.2639 2.9844 0.2021
H -1.0926 0.5523 -1.8583
H -0.3293 -0.3290 0.9433
H -1.2490 -1.2152 -0.2784
H 0.8480 -1.4538 -1.6325
H 0.9231 -2.2651 -0.0550
H 3.2529 -2.0823 -0.7822
H 3.2341 -0.7115 -1.9086
H 3.7535 -0.6668 1.8068
H 5.8812 0.1760 2.8247
H 7.7450 0.8263 1.2905
H 5.5714 -0.1119 -2.0209
H 2.8081 1.3938 -0.4062
H 1.4935 1.2652 0.7630
H 0.7772 2.4021 -1.3221
H 1.1505 0.9421 -2.2481
```



C17H27N3O4S | ωB97M-V with the def2-TZVPD basis set

Summary:
SMILES	CCCCCCCCCCS(=O)(=O)N/N=C/c1ccc([N+](=O)[O-])cc1
calculated total energy	-1527.27182	a.u.
E_HOMO	-9.160	eV
HOMO-LUMO gap	0.3035	Eh
energy relative to the best compared isomer or geometry (same formula, charge and spin)	481.0	kJ/mol
molecular weight	369.49	g/mol

Geometry as XYZ:
```
52
C17H27N3O4S, DFT ωB97M-V with the def2-TZVPD basis set
C -3.9406 -2.5473 -0.1407
C -2.7863 -2.3515 0.8340
C -1.4374 -2.6764 0.1957
C -0.2760 -2.3407 1.1300
C 1.0563 -2.9541 0.6974
C 1.5260 -2.4791 -0.6763
C 2.9094 -3.0148 -1.0519
C 4.0820 -2.4744 -0.2284
C 4.2751 -0.9558 -0.3640
C 3.6545 -0.1666 0.7711
S 3.6120 1.5789 0.2921
O 4.8579 1.9669 -0.2896
O 3.0572 2.3600 1.3565
N 2.5294 1.5472 -1.0301
N 1.2055 1.4802 -1.0270
C 0.5256 1.3930 0.0498
C -0.9173 1.2837 -0.0228
C -1.6777 1.4033 1.1450
C -3.0511 1.2946 1.1002
C -3.6763 1.0581 -0.1202
N -5.1053 0.9140 -0.1670
O -5.6186 0.7284 -1.2511
O -5.7147 0.9835 0.8804
C -2.9360 0.9412 -1.2939
C -1.5655 1.0529 -1.2421
H -3.9913 -3.5831 -0.4686
H -3.8122 -1.9191 -1.0198
H -4.8873 -2.2923 0.3298
H -2.9372 -2.9925 1.7054
H -2.7749 -1.3177 1.1852
H -1.4074 -3.7391 -0.0552
H -1.3386 -2.1085 -0.7316
H -0.1763 -1.2540 1.1966
H -0.5136 -2.7103 2.1308
H 1.8077 -2.7070 1.4507
H 0.9590 -4.0421 0.6800
H 1.5178 -1.3885 -0.7192
H 0.8178 -2.8325 -1.4277
H 3.0966 -2.7830 -2.1031
H 2.8965 -4.1030 -0.9558
H 4.9847 -2.9773 -0.5788
H 3.9576 -2.7365 0.8225
H 3.8341 -0.6222 -1.3049
H 5.3363 -0.7085 -0.4025
H 2.6265 -0.4473 0.9759
H 4.2368 -0.2194 1.6869
H 2.9345 1.7816 -1.9234
H 0.9732 1.4325 1.0409
H -1.1813 1.5867 2.0861
H -3.6539 1.3831 1.9913
H -3.4539 0.7607 -2.2237
H -0.9666 0.9636 -2.1337
```



C17H27N3ORuS4 | ωB97M-V with the def2-TZVPD basis set

Summary:
calculated total energy	-2590.07491	a.u.
net charge	+3
E_HOMO (alpha / beta)	-18.329 / -18.228	eV
HOMO-LUMO gap (alpha / beta)	0.3583 / 0.2234	Eh
energy relative to the best compared isomer or geometry (same formula, charge and spin)	35.1	kJ/mol
molecular weight	518.76	g/mol
spin multiplicity	6

Geometry as XYZ:
```
53
C17H27N3ORuS4, DFT ωB97M-V with the def2-TZVPD basis set
Ru -0.2280 0.3990 -0.0671
C -1.6783 -2.6441 1.5280
C -2.9500 -1.8567 1.2845
S -2.8329 -0.7574 -0.1879
C -3.8286 0.6969 0.3528
C -3.5163 1.9187 -0.4905
S -1.7522 2.4460 -0.5274
C -1.5370 3.5690 0.9036
C -1.5641 2.9151 2.2712
S -0.2554 1.6285 2.4243
C -1.0552 0.3918 3.5257
C -0.3331 -0.9412 3.4539
S -0.1523 -1.6588 1.7713
H -1.4449 -3.2939 0.6828
H -1.7952 -3.2712 2.4130
H -3.2294 -1.2613 2.1528
H -3.7582 -2.5610 1.0729
H -3.6532 0.8731 1.4136
H -4.8819 0.4319 0.2156
H -4.1031 2.7755 -0.1591
H -3.7532 1.7310 -1.5401
H -2.3145 4.3308 0.8298
H -0.5715 4.0453 0.7132
H -2.5357 2.4779 2.4952
H -1.3430 3.6687 3.0318
H -2.1091 0.3008 3.2610
H -0.9837 0.7773 4.5466
H -0.8355 -1.6824 4.0766
H 0.6947 -0.8393 3.8078
N 0.8638 -3.3241 -6.6800
C 0.7196 -2.8252 -5.6654
C 0.5415 -2.2099 -4.3928
C 1.0661 -2.8083 -3.2457
C 0.8386 -2.1919 -2.0254
N 0.1480 -1.0615 -1.9113
C -0.3416 -0.4804 -3.0070
C -0.1713 -1.0143 -4.2758
H 1.6224 -3.7320 -3.3060
H 1.2169 -2.6260 -1.1090
H -0.8984 0.4464 -2.8674
H -0.5863 -0.5252 -5.1450
C 4.5019 2.0199 -0.1002
N 4.3078 0.5913 -0.1250
C 5.4418 -0.2949 -0.2047
C 3.0866 0.0898 -0.0893
O 2.0396 0.7578 -0.0408
H 5.5548 2.2685 -0.2018
H 4.1306 2.4360 0.8385
H 3.9441 2.4900 -0.9129
H 6.3723 0.2664 -0.1879
H 5.4138 -0.8784 -1.1288
H 5.4489 -0.9968 0.6329
H 3.0393 -1.0073 -0.1049
```